Below is C17H34N17O7P2SeW as an isolated structure, with properties calculated with the ωB97M-V functional and the def2-TZVPD basis.

Geometry as XYZ:
```
79
Properties=species:S:1:pos:R:3:forces:R:3
W 0.4422 0.2914 -0.2955 -0.2 -0.3 -0.2
Se 3.7977 0.0577 1.7543 0.0 -0.1 -0.2
P -0.2256 2.6486 -2.6817 -0.1 0.3 -0.3
P -0.1716 0.0584 -3.7293 0.0 -0.1 -0.2
O -2.4347 1.1595 -3.1458 -0.1 0.0 0.0
O -0.0271 -0.2917 -2.2676 0.4 -0.1 0.0
O 1.1030 2.7122 -3.3297 0.0 0.0 0.1
O 1.1184 0.1649 -4.5907 -0.3 -0.1 -0.1
O -1.0026 4.0331 -2.6551 -0.1 -0.2 0.2
O -0.3786 2.0634 -1.2809 -0.3 -0.7 0.4
O -0.9691 -1.1192 -4.4231 0.0 0.1 0.2
N -1.4265 -1.4306 -0.5217 -0.2 0.3 -0.2
N -2.4954 1.2583 0.2625 -0.1 0.2 -0.2
N 2.6842 0.2932 -2.3063 -0.1 -0.2 0.0
N -0.4407 -0.3035 1.6100 0.1 0.5 0.2
N 1.3800 -1.6551 -0.5998 -0.2 -0.3 -0.1
N 3.7766 0.8599 -2.6416 0.0 0.1 0.1
N 2.8811 2.8985 -0.0322 -0.1 -0.1 -0.1
N 4.5777 -1.3630 0.9740 0.0 0.0 0.0
N -0.0833 2.5107 1.7121 -0.4 -0.3 0.3
N 2.1301 0.9998 -1.2675 0.7 0.2 -0.3
N 0.3154 3.6489 2.1164 0.1 0.0 0.0
N 0.8338 1.9965 0.8501 0.3 0.5 0.5
N -0.9826 -0.2844 3.8886 0.0 0.0 0.0
N 0.7326 -1.6237 3.1810 0.2 0.2 -0.1
N 1.4879 3.9815 1.5451 0.1 -0.2 -0.2
N 4.0390 1.9237 -1.8632 -0.3 0.0 0.1
N 2.1719 -0.3220 0.9643 -0.2 -0.2 0.0
C 1.5237 -1.5276 4.3944 0.1 0.0 0.1
C -1.8702 0.8662 3.8529 0.0 0.1 -0.1
C 3.6914 -1.9677 0.1738 0.0 0.2 0.1
C -3.8229 -0.7467 -0.1058 0.0 0.0 0.0
C 1.5459 -2.6596 -1.5057 0.3 0.2 0.2
C 0.9616 -2.8113 2.3915 -0.1 -0.1 0.0
C 3.8262 -3.0410 -0.7216 0.0 0.0 0.0
C 3.0135 1.9804 -1.0374 0.1 0.2 0.2
C -1.2600 -1.1576 5.0233 -0.1 0.0 0.0
C -1.4218 2.1152 -5.1614 0.1 0.1 0.0
C -3.7350 0.5791 0.6310 0.0 0.1 0.0
C -2.6863 -1.7128 0.2109 0.0 0.0 0.0
C -1.2081 1.5414 -3.7743 -0.1 0.0 0.0
C 1.7687 2.9605 0.7635 0.2 0.1 -0.1
C 2.4028 -1.3736 0.1959 0.1 0.0 0.1
C 2.7335 -3.3693 -1.5351 0.0 0.1 0.0
C -0.2042 -0.6938 2.8592 -0.3 -0.2 -0.1
H 2.8202 -4.1793 -2.2440 0.0 0.0 0.0
H -0.8055 -2.1317 4.8890 -0.1 0.0 0.0
H -3.0652 0.9220 -3.8389 0.0 0.0 0.1
H 0.6198 -3.6914 2.9453 0.0 0.0 0.0
H -2.3408 -1.2880 5.1033 0.0 0.0 0.0
H -1.5530 1.5754 3.0965 0.0 0.1 0.0
H -0.8998 -0.7156 5.9526 0.0 0.0 0.0
H -0.4938 4.7345 -3.0735 0.1 0.2 -0.1
H -1.3198 0.2165 1.5546 0.1 -0.1 -0.1
H -3.8568 -0.5710 -1.1860 0.0 0.0 0.0
H 1.3081 -0.5966 4.9110 0.0 0.0 0.0
H 2.5838 -1.5418 4.1298 0.0 0.0 0.0
H -3.7210 0.3849 1.7078 0.0 0.0 0.0
H 2.0239 -2.9423 2.1827 0.0 0.0 0.0
H -0.5443 -1.4662 -5.2143 0.1 -0.1 -0.2
H -2.4737 -1.7145 1.2811 0.0 0.0 0.0
H -4.6291 1.1854 0.4379 0.0 -0.1 0.0
H -0.8252 -2.2440 -0.4133 0.0 0.1 -0.1
H -2.3737 2.1446 0.7486 0.0 -0.1 -0.1
H -2.9001 0.5461 3.6726 0.0 0.0 0.0
H 0.7362 -2.8638 -2.1910 0.0 0.0 0.0
H -1.8382 1.3547 4.8262 0.0 0.1 0.0
H -2.4973 1.4761 -0.7335 0.0 0.0 0.2
H -1.6328 -1.3617 -1.5153 -0.1 -0.1 0.1
H -2.1000 2.9652 -5.0875 0.0 0.0 0.0
H 3.5105 3.6859 -0.0239 0.0 0.0 0.0
H -0.4808 2.4566 -5.5876 0.0 0.0 0.0
H 4.7627 -3.5702 -0.8077 0.1 0.0 0.0
H -2.9973 -2.7313 -0.0456 0.0 0.1 0.0
H 1.3272 -2.3639 5.0700 0.0 0.0 0.0
H 0.4138 -2.7517 1.4557 0.0 0.0 0.0
H -4.7673 -1.2302 0.1547 0.0 0.0 0.0
H 1.7721 0.7862 -4.2044 0.1 0.0 0.0
H -1.8555 1.3725 -5.8346 0.0 0.0 0.0
```
Positions in Å, forces in eV/Å.

Values from the calculation:
Relative energy (zero: lowest compared OMol25 entry of this formula, charge and spin)   220.4 kJ/mol
Multiplicity   3
HOMO level (alpha / beta)   -0.352 / -0.404 hartree
Total charge   +1
E_tot   -143593.3495 eV
Kohn-Sham gap (alpha / beta)   0.2173 / 0.2541 hartree

Results of the Löwdin charge analysis, in e, for atoms 1 through 2: number 1, W, carries 1.9134; number 2, Se, carries 1.1500

=====

Below is C2H5N3O as an isolated structure, with properties calculated with the ωB97M-V functional and the def2-TZVPD basis.

Geometry as XYZ:
```
11
Properties=species:S:1:pos:R:3:forces:R:3
O -1.1996 -1.9045 -1.0821 0.1 0.2 0.1
N 0.0082 -0.9764 0.7325 0.1 0.3 -0.2
N -0.3580 0.3002 -0.9907 0.0 -0.1 0.1
N 0.4002 1.7962 0.6881 0.0 -0.1 0.0
C -0.5461 -0.8949 -0.4864 0.1 0.0 -0.1
C 0.5863 0.6490 0.0000 -0.2 -0.3 0.1
H 0.4142 -1.8681 1.0110 -0.1 0.1 -0.1
H 1.6289 0.3847 -0.1564 -0.1 0.0 0.0
H -1.4500 -1.6124 -1.9695 0.0 0.0 0.1
H -0.5552 2.0694 0.8610 0.1 0.0 0.0
H 1.0709 2.0569 1.3925 0.0 0.0 -0.1
```
Positions in Å, forces in eV/Å.

Values from the calculation:
Relative energy (zero: lowest compared OMol25 entry of this formula, charge and spin)   185.6 kJ/mol
Multiplicity   1
HOMO level   -0.326 hartree
E_tot   -8671.7187 eV
Kohn-Sham gap   0.3621 hartree

Results of the Löwdin charge analysis, in e, for atoms 1 through 2: number 1, O, carries 0.0929; number 2, N, carries 0.1146

=====

Below is a 11-piece molecular cluster, C30H50BBr22NO5 overall, with properties calculated with the ωB97M-V functional and the def2-TZVPD basis.

Geometry as XYZ:
```
109
Properties=species:S:1:pos:R:3:forces:R:3
Br -3.8872 4.0164 3.8624 0.0 0.0 0.2
Br -5.5085 -3.6262 8.6380 0.0 0.1 0.0
Br 6.3762 -0.2571 4.1552 0.2 -0.1 0.2
Br 6.4806 -2.1132 -4.0249 -0.1 0.0 0.0
Br -8.0749 1.7715 2.1383 -0.2 -0.1 0.0
Br 2.2144 -2.5253 -0.7630 -0.4 0.0 -0.1
Br 1.3718 -4.6975 -3.8847 -0.1 0.0 -0.1
Br 4.2252 6.5475 -4.3363 0.1 0.0 0.0
Br 8.4791 3.1282 -2.0089 -0.1 -0.1 0.1
Br 1.3820 -1.0809 -4.6055 0.1 0.0 0.1
Br -3.8571 -2.9800 -4.9852 0.0 -0.1 0.1
Br 4.9314 -4.9457 -5.8023 0.2 -0.1 -0.1
Br 2.4617 0.1447 2.3576 0.7 0.3 -0.1
Br -0.6638 -4.1729 0.7528 0.3 -0.5 -0.6
Br 5.1971 -1.2480 0.2928 0.4 0.1 0.1
Br 8.9343 1.4156 2.1089 -0.1 0.0 0.0
Br -5.5713 7.0772 2.6721 0.0 0.0 0.0
Br -9.1359 4.1864 4.7317 0.0 0.0 -0.1
Br 6.9296 5.1172 -6.3975 -0.1 0.0 0.0
Br -4.7156 -2.1497 -1.4674 0.0 -1.3 -6.9
Br 4.9558 3.9300 -1.2426 0.1 0.1 0.0
Br -3.2232 -1.3714 6.8165 0.0 -0.1 0.0
O -4.0061 -4.1923 3.4588 0.3 0.4 -0.3
O -3.0917 2.4239 0.9451 -0.9 -1.9 -0.3
O -2.7519 0.3412 -0.3799 0.0 0.0 1.5
O -4.9289 1.3670 -0.3024 2.0 0.0 -0.1
O -5.4650 -1.3825 0.3972 1.5 -0.2 5.3
N -4.5846 -3.3764 1.3346 -0.8 1.7 1.4
C -3.0747 -1.5228 1.1901 0.4 -0.9 0.9
C 2.3961 -2.5219 -5.4379 -0.2 0.3 -0.1
C -9.8561 2.1810 2.8172 0.1 -0.1 -0.3
C -5.7386 4.2922 3.3211 0.2 -0.3 -0.1
C -0.4730 -1.1795 2.3068 -1.7 -0.4 -0.4
C 5.8229 3.6186 -2.9614 -0.2 -0.2 0.0
C 7.9134 2.0925 3.6225 0.3 0.0 -0.1
C -5.8757 -2.5178 -3.0045 0.8 -0.4 -0.3
C -4.5069 -2.0064 0.8800 -0.4 1.4 1.9
C 1.5589 -3.7675 -5.5851 0.1 -0.2 0.0
C 2.1265 -4.1888 0.2381 0.4 0.2 -0.2
C 6.1353 6.8961 -6.4408 0.3 0.0 0.0
C 6.1587 -3.9376 -3.4222 0.2 0.2 0.1
C -0.9157 -0.2791 1.2363 -1.2 -1.6 0.8
C -3.7751 -3.4608 2.5352 0.8 0.5 -1.4
C -5.8836 -2.3579 7.2076 -0.1 -0.2 0.0
C 0.8896 -4.9647 -0.1105 -0.3 -0.3 0.1
C -5.8305 5.2202 2.1395 -0.2 0.2 0.0
C 7.7366 1.0335 4.6800 -0.3 0.0 0.1
C -10.0243 3.6550 3.0821 -0.1 0.1 0.2
C 6.8442 2.5141 -2.8724 0.2 0.1 -0.1
C -1.3205 -2.2765 2.8411 -1.1 1.5 -1.3
C -2.6373 -2.4440 2.2623 1.4 2.0 -0.4
C 6.4046 -4.9325 -4.5288 -0.2 -0.2 0.0
C 4.3948 0.5243 0.2652 0.2 -0.2 0.0
C -5.3266 -3.6200 -3.8792 -0.2 0.1 -0.4
C 5.8274 7.3928 -5.0520 -0.3 0.1 0.0
C -2.2625 -0.4529 0.6422 1.0 -1.4 1.9
C 4.0739 1.0024 1.6569 -0.1 0.2 0.0
C -4.7831 -2.3490 6.1785 0.1 0.2 -0.1
B -3.5936 1.3961 0.1146 -0.9 0.4 -0.5
H 7.3115 -4.7316 -5.0947 -0.1 0.1 0.1
H 6.8829 7.5295 -6.9175 0.0 0.0 0.1
H -5.0233 0.6111 -0.9192 -0.2 0.3 0.6
H 5.0161 3.3413 -3.6393 0.1 0.0 0.0
H -6.0401 -1.3889 7.6766 0.1 -0.1 -0.1
H 6.2454 4.5684 -3.2779 0.0 -0.1 0.0
H 3.5207 0.4681 -0.3819 0.0 0.0 0.1
H -11.0752 3.8990 3.2355 0.1 -0.1 0.0
H -6.8285 -2.8162 -2.5671 0.1 0.0 0.0
H 3.2868 -2.6725 -4.8333 -0.1 0.0 0.0
H -6.1080 3.3006 3.0567 0.1 0.2 0.0
H 0.5535 -3.5686 -5.9499 0.1 0.1 0.1
H -6.8289 5.1865 1.7034 0.0 -0.1 0.1
H 6.4468 -5.9462 -4.1311 0.0 0.1 0.0
H -5.1023 -1.8195 5.2808 0.0 0.0 0.1
H 6.8598 -4.0945 -2.6027 0.0 0.0 -0.1
H 3.0235 -4.7409 -0.0432 -0.1 0.0 0.0
H 6.6298 7.2047 -4.3416 0.0 0.0 -0.1
H -0.9765 -2.9820 3.6333 -0.2 0.9 -0.8
H -6.2737 4.6539 4.1945 0.1 0.0 -0.1
H -4.9507 -4.4687 -3.3122 0.0 0.1 0.0
H 3.8457 2.0687 1.6526 0.0 -0.1 -0.1
H 0.5576 -1.0644 2.7509 -1.7 -0.3 -0.6
H 7.1508 2.1960 -3.8686 -0.1 0.1 0.0
H -5.5737 -3.6053 1.5058 0.6 -0.3 -0.2
H -10.5384 1.8534 2.0332 0.0 0.1 0.0
H -4.4427 -3.3449 5.9043 -0.1 0.1 0.0
H 6.9707 2.4652 3.2275 0.0 -0.1 0.1
H -6.8193 -2.6984 6.7646 0.1 0.0 0.0
H 5.1414 -3.9686 -3.0352 0.1 0.0 -0.1
H 8.4960 2.9284 4.0087 -0.1 -0.1 0.0
H 2.0460 -4.4822 -6.2476 0.0 0.1 0.0
H 5.2565 6.8357 -7.0789 0.0 0.0 0.1
H 7.3714 1.4738 5.6076 0.0 0.0 -0.1
H 6.4954 1.6491 -2.3116 0.0 0.1 0.0
H 0.9509 -5.9833 0.2735 0.1 0.1 0.0
H 5.6035 8.4591 -5.0665 0.0 -0.1 -0.1
H -6.0828 -3.9665 -4.5850 0.0 0.0 0.0
H -0.2481 0.5421 0.8743 -0.7 -0.9 0.3
H -10.0056 1.5672 3.7027 0.0 0.1 0.0
H 8.6456 0.4722 4.8843 0.0 0.1 -0.1
H 5.1428 1.1662 -0.1973 -0.1 0.0 0.1
H -9.6225 4.2818 2.2888 0.0 -0.1 0.0
H 4.8727 0.8080 2.3730 -0.2 0.0 -0.3
H -5.0940 5.0056 1.3678 0.0 -0.1 0.1
H 2.6864 -2.1378 -6.4156 0.0 -0.1 0.0
H 0.6838 -4.9977 -1.1778 0.1 0.1 0.1
H -3.1203 2.0597 1.8529 0.2 0.7 -0.2
H 2.1837 -3.9273 1.2931 -0.1 -0.1 -0.1
H -6.0018 -1.5756 -3.5345 0.1 -0.1 0.0
```
Positions in Å, forces in eV/Å.

Values from the calculation:
Multiplicity   1
HOMO level   -0.306 hartree
E_tot   -1585261.5251 eV
Kohn-Sham gap   0.2855 hartree

Results of the Löwdin charge analysis, in e, for atoms 1 through 2: number 1, Br, carries 0.6544; number 2, Br, carries 0.5990